Density functional theory data (wB97M-V/def2-TZVPD) for the molecule C4H7Cl2P.

As for the SMILES: C=CCC(P)(Cl)Cl. The HOMO-LUMO gap is 10.5 eV. For the energy above the lowest of the compared OMol25 structures with the same formula, charge and spin, the calculation gives 45.81 kcal per mole.

```
14
Properties=species:S:1:pos:R:3:nbo_charge:R:1
C -0.479 -2.279 0.561 -0.36
C 0.412 -1.441 0.057 -0.21
C 0.094 -0.055 -0.305 -0.40
C 1.041 1.100 0.749 -0.38
P 0.146 2.731 0.743 0.36
Cl 0.988 0.464 2.390 0.00
Cl 2.696 1.158 0.162 -0.01
H -0.230 -3.297 0.805 0.20
H -1.498 -1.971 0.732 0.19
H 1.434 -1.753 -0.114 0.21
H 0.416 0.221 -1.306 0.22
H -0.941 0.220 -0.125 0.21
H 1.228 3.464 1.221 -0.01
H 0.461 3.019 -0.581 -0.03
```


Density functional theory data (wB97M-V/def2-TZVPD) for the molecule C4H7Cl3Si2.

Its expectation value of S² is 2.007. Its spin multiplicity is 3. The HOMO-LUMO gap (spin up / spin down) is 5.2 / 5.7 eV.

```
16
Properties=species:S:1:pos:R:3:nbo_charge:R:1
C -3.201 -1.005 1.478 -0.15
C -2.319 -0.277 1.102 -0.49
C 0.582 0.560 1.538 -1.04
C 1.206 -0.728 -1.901 -1.09
Si -0.969 0.768 0.384 1.01
Si -0.553 -0.097 -1.720 1.04
Cl -1.530 2.682 0.419 -0.33
Cl -1.906 -1.618 -1.992 -0.31
Cl -0.861 1.380 -3.209 -0.36
H -3.859 -1.665 1.791 0.21
H 0.425 0.036 2.529 0.27
H 1.251 -0.111 0.983 0.24
H 1.086 1.564 1.626 0.24
H 1.630 -0.950 -2.820 0.26
H 1.873 -0.133 -1.317 0.25
H 1.198 -1.575 -1.294 0.25
```


Density functional theory data (wB97M-V/def2-TZVPD) for a 2-piece molecular cluster, C4H7ClN2 overall.

As for the SMILES: [H]/N=C(\Cl)CC.C#N. The HOMO-LUMO gap is 11.7 eV. For the energy above the lowest of the compared OMol25 structures with the same formula, charge and spin, the calculation gives 47.10 kcal per mole.

```
14
Properties=species:S:1:pos:R:3:nbo_charge:R:1
H -1.340 1.838 1.715 0.38
N -0.737 1.335 0.968 -0.65
C -1.257 0.276 0.541 0.32
Cl -2.815 -0.371 1.164 -0.07
C -0.820 -0.384 -0.704 -0.51
C 0.408 0.305 -1.345 -0.60
H -1.609 -0.481 -1.511 0.25
H -0.503 -1.443 -0.554 0.24
H 0.159 0.154 -2.470 0.21
H 1.385 -0.176 -1.137 0.22
H 0.372 1.285 -1.064 0.22
C 2.186 -0.829 1.506 0.06
N 3.070 -1.507 1.260 -0.31
H 1.502 -0.002 1.632 0.25
```


Max |F| per entry: 0.06702; 0.07896; 0.08320 hartree/bohr